Record 1
ORCA calculation (the ωB97M-V functional and the def2-TZVPD basis) on a cluster of 10 separate species, C20H60O20 in total.

Calculated total energy ... -62658.11199 eV
Maximum force ... 2.6 eV/A
Highest occupied orbital energy ... -9.00 eV

Last column: Mulliken charge in e.
Element x y z (Å)
1 O 3.47 -1.31 5.05  -0.573
2 C 2.14 -1.06 4.68  -0.255
3 C 1.46 -2.36 4.31  -0.412
4 O 2.11 -2.94 3.22  -0.599
5 H 3.87 -0.47 5.28  0.331
6 H 1.66 -0.51 5.49  0.468
7 H 2.22 -0.45 3.78  0.079
8 H 0.40 -2.21 4.13  0.279
9 H 1.51 -2.98 5.21  0.370
10 H 3.05 -2.84 3.34  0.291
11 O 0.18 4.14 0.85  -0.541
12 C -0.80 4.56 1.82  -0.497
13 C -1.91 3.46 2.02  -0.189
14 O -2.67 3.33 0.84  -0.526
15 H 0.53 3.25 0.97  0.230
16 H -0.32 4.84 2.76  0.345
17 H -1.32 5.45 1.47  0.326
18 H -2.62 3.75 2.79  0.491
19 H -1.38 2.59 2.41  -0.030
20 H -2.27 2.65 0.29  0.476
21 O -0.39 -5.86 0.77  -0.551
22 C -0.51 -4.98 1.88  -0.633
23 C -0.59 -3.48 1.42  -0.241
24 O 0.73 -3.11 0.99  -0.529
25 H 0.52 -5.83 0.49  0.318
26 H -1.47 -5.21 2.33  0.417
27 H 0.25 -5.15 2.65  0.233
28 H -0.83 -2.84 2.27  0.234
29 H -1.26 -3.44 0.56  0.346
30 H 1.25 -3.05 1.79  0.213
31 O 0.76 -2.70 -1.82  -0.424
32 C 0.87 -3.94 -2.47  -0.498
33 C 0.71 -3.84 -4.02  -0.626
34 O 1.86 -3.29 -4.55  -0.504
35 H 0.91 -2.89 -0.89  0.352
36 H 1.82 -4.29 -2.06  0.387
37 H 0.22 -4.69 -2.01  0.370
38 H -0.20 -3.26 -4.19  0.280
39 H 0.52 -4.81 -4.48  0.347
40 H 1.56 -2.78 -5.32  0.325
41 O 1.05 1.39 1.50  -0.529
42 C 0.14 0.36 1.26  0.072
43 C -0.48 0.29 -0.15  -0.161
44 O -1.51 1.25 -0.32  -0.155
45 H 1.93 1.11 1.25  0.245
46 H 0.58 -0.64 1.35  -0.232
47 H -0.61 0.36 2.05  0.233
48 H -0.88 -0.71 -0.32  0.385
49 H 0.29 0.52 -0.89  0.073
50 H -1.95 1.13 -1.16  0.010
51 O 3.82 1.28 0.78  -0.598
52 C 4.64 0.49 1.68  -0.477
53 C 4.62 -1.02 1.33  0.469
54 O 5.03 -1.20 -0.01  -0.506
55 H 4.21 1.26 -0.10  0.302
56 H 5.67 0.85 1.64  0.392
57 H 4.34 0.64 2.71  0.277
58 H 3.61 -1.42 1.40  -0.447
59 H 5.32 -1.60 1.93  0.373
60 H 4.29 -1.13 -0.61  0.343
61 O 3.05 -1.30 -1.95  -0.543
62 C 3.20 -0.35 -2.98  0.084
63 C 4.64 0.26 -3.08  -0.928
64 O 4.92 1.14 -1.97  -0.531
65 H 2.23 -1.79 -2.05  0.417
66 H 2.95 -0.87 -3.91  0.220
67 H 2.42 0.39 -2.85  0.220
68 H 4.79 0.80 -4.02  0.412
69 H 5.40 -0.52 -3.01  0.310
70 H 4.36 1.90 -2.13  0.305
71 O -0.13 5.74 -1.31  -0.566
72 C -0.78 5.00 -2.28  -0.507
73 C -0.10 3.72 -2.79  0.435
74 O 0.90 4.07 -3.69  -0.572
75 H -0.04 5.16 -0.54  0.425
76 H -1.75 4.76 -1.86  0.184
77 H -1.07 5.68 -3.09  0.407
78 H -0.84 3.09 -3.28  0.135
79 H 0.27 3.12 -1.96  -0.224
80 H 0.49 4.52 -4.43  0.342
81 O -6.72 1.30 2.50  -0.582
82 C -5.41 1.61 1.90  0.106
83 C -4.53 0.43 2.19  0.110
84 O -4.53 0.22 3.62  -0.645
85 H -6.44 0.82 3.28  0.341
86 H -5.54 1.71 0.82  0.130
87 H -5.01 2.50 2.40  0.117
88 H -3.53 0.57 1.80  -0.221
89 H -4.98 -0.47 1.77  0.322
90 H -3.77 0.66 4.01  0.333
91 O -3.14 1.17 -2.38  -0.392
92 C -4.39 0.54 -2.17  -0.261
93 C -4.79 -0.49 -3.25  -0.450
94 O -4.75 0.05 -4.61  -0.546
95 H -3.19 1.59 -3.24  0.233
96 H -4.42 0.09 -1.18  0.224
97 H -5.09 1.37 -2.09  0.307
98 H -5.78 -0.87 -2.99  0.345
99 H -4.12 -1.35 -3.27  0.265
100 H -4.92 -0.60 -5.29  0.291

---

Record 2
ORCA calculation (the ωB97M-V functional and the def2-TZVPD basis) on a cluster of 8 separate species, C20H62BNO9P2Si in total.

Calculated total energy ... -68791.20127 eV
Maximum force ... 2.1 eV/A
Highest occupied orbital energy ... -7.10 eV

Last column: Mulliken charge in e.
Element x y z (Å)
1 C -3.62 4.15 -0.52  -0.907
2 C -4.44 3.36 0.56  -0.480
3 B -4.25 1.75 0.54  0.138
4 O -5.48 1.01 0.65  -0.498
5 Si -2.48 0.83 0.44  -0.633
6 C -1.54 1.43 2.01  -0.838
7 C -0.17 0.70 2.25  0.280
8 O -0.09 0.33 3.64  -0.629
9 C 1.04 1.68 2.01  -1.093
10 N 2.29 0.91 1.87  -0.439
11 P -1.29 1.52 -1.33  -0.096
12 C -2.09 0.79 -2.89  -0.368
13 C -3.35 1.59 -3.34  -1.145
14 C 0.42 0.73 -1.26  0.512
15 C 0.58 -0.49 -2.25  -1.563
16 P -2.65 -1.38 0.24  0.288
17 C -4.38 -1.96 -0.19  -0.685
18 C -4.91 -1.41 -1.54  -0.941
19 C -1.98 -2.32 1.72  -0.730
20 C -2.53 -1.89 3.12  -0.981
21 H -3.88 3.83 -1.54  0.205
22 H -2.53 4.11 -0.35  0.208
23 H -3.90 5.22 -0.44  0.399
24 H -4.18 3.78 1.55  0.355
25 H -5.51 3.60 0.37  0.335
26 H -5.46 0.62 1.53  0.287
27 H -1.35 2.51 1.84  0.455
28 H -2.22 1.38 2.89  0.587
29 H -0.01 -0.19 1.63  0.446
30 H -0.20 1.17 4.11  0.436
31 H 0.89 2.27 1.09  0.305
32 H 1.19 2.31 2.91  0.532
33 H 2.38 0.54 0.92  0.235
34 H 2.29 0.11 2.50  0.262
35 H -1.34 0.91 -3.69  0.408
36 H -2.29 -0.28 -2.69  0.220
37 H -3.70 1.16 -4.29  0.371
38 H -3.02 2.62 -3.54  0.397
39 H -4.14 1.62 -2.56  0.129
40 H 1.21 1.48 -1.53  0.542
41 H 0.69 0.34 -0.26  -0.679
42 H -0.23 -1.22 -2.11  0.387
43 H 0.67 -0.09 -3.27  0.314
44 H 1.53 -1.03 -2.02  0.391
45 H -5.13 -1.78 0.61  0.363
46 H -4.33 -3.06 -0.29  0.493
47 H -4.26 -1.64 -2.40  0.245
48 H -5.10 -0.33 -1.55  0.060
49 H -5.88 -1.91 -1.73  0.456
50 H -2.30 -3.38 1.57  0.567
51 H -0.87 -2.37 1.69  0.393
52 H -3.34 -2.60 3.42  0.398
53 H -1.72 -2.06 3.86  0.271
54 H -2.91 -0.86 3.16  0.096
55 C 0.33 2.03 6.99  -0.647
56 O -0.30 2.17 5.72  -0.481
57 H 1.38 1.81 6.84  0.254
58 H 0.24 2.96 7.56  0.261
59 H -0.13 1.22 7.55  0.271
60 H -1.22 2.37 5.87  0.240
61 C 5.68 -1.60 1.43  -0.096
62 O 5.74 -0.36 2.12  -0.542
63 H 6.59 -2.16 1.62  0.286
64 H 4.82 -2.18 1.78  0.114
65 H 5.59 -1.42 0.35  -0.051
66 H 4.93 0.11 1.94  0.221
67 C 3.58 1.32 -3.44  -0.485
68 O 2.27 1.86 -3.25  -0.436
69 H 3.72 0.51 -2.72  0.122
70 H 3.67 0.92 -4.45  0.294
71 H 4.33 2.09 -3.27  0.304
72 H 2.16 2.57 -3.89  0.226
73 C 5.30 -5.17 2.47  -0.529
74 O 4.68 -5.07 1.19  -0.490
75 H 6.36 -5.36 2.33  0.207
76 H 5.17 -4.23 3.02  0.231
77 H 4.85 -5.99 3.03  0.282
78 H 3.75 -4.90 1.33  0.291
79 C 5.86 -1.91 -3.19  -0.267
80 O 4.69 -1.62 -3.95  -0.466
81 H 6.61 -1.15 -3.41  0.242
82 H 5.63 -1.89 -2.12  -0.078
83 H 6.26 -2.89 -3.46  0.320
84 H 4.04 -2.30 -3.75  0.272
85 C -6.08 -2.81 -5.24  -0.584
86 O -5.99 -1.58 -4.52  -0.411
87 H -5.20 -3.40 -5.02  0.223
88 H -6.97 -3.36 -4.93  0.278
89 H -6.12 -2.61 -6.32  0.265
90 H -6.78 -1.07 -4.73  0.252
91 C 5.40 2.63 0.33  -0.531
92 O 4.45 2.04 -0.55  -0.301
93 H 6.34 2.75 -0.20  0.238
94 H 5.05 3.61 0.67  0.277
95 H 5.56 1.98 1.20  0.159
96 H 3.63 1.94 -0.07  0.203

---

Record 3
ORCA calculation (the ωB97M-V functional and the def2-TZVPD basis) on a cluster of 12 separate species, C20H64N16O12 in total.

Calculated total energy ... -70190.84677 eV
Maximum force ... 8.0 eV/A
Highest occupied orbital energy ... -9.41 eV

Last column: Mulliken charge in e.
Element x y z (Å)
1 N 15.90 5.10 -14.54  -0.374
2 C 15.63 4.63 -13.36  0.649
3 N 16.69 4.67 -12.66  -0.348
4 O 14.58 4.27 -12.93  -0.650
5 H 16.82 5.36 -14.85  0.177
6 H 15.16 4.93 -15.21  0.215
7 H 16.64 4.42 -11.69  0.196
8 H 17.59 5.02 -12.99  0.136
9 N 27.03 5.24 -19.63  -0.338
10 C 26.71 6.45 -19.28  0.689
11 N 25.60 6.45 -18.65  -0.299
12 O 27.37 7.43 -19.38  -0.654
13 H 27.95 4.96 -19.92  0.203
14 H 26.32 4.53 -19.48  0.116
15 H 25.11 5.57 -18.56  0.113
16 H 25.38 7.21 -18.02  0.172
17 N 19.18 12.29 -14.46  -0.315
18 C 18.31 11.62 -13.81  0.680
19 N 17.42 11.08 -14.67  -0.361
20 O 18.32 11.32 -12.65  -0.683
21 H 19.82 12.84 -13.91  0.218
22 H 18.93 12.33 -15.44  0.138
23 H 16.70 10.51 -14.25  0.184
24 H 17.56 11.23 -15.66  0.130
25 N 26.91 9.77 -12.02  -0.294
26 C 27.80 10.52 -11.42  0.646
27 N 28.29 10.02 -10.39  -0.311
28 O 28.11 11.61 -11.76  -0.652
29 H 26.66 8.87 -11.65  0.089
30 H 26.38 10.08 -12.82  0.174
31 H 28.78 10.56 -9.69  0.227
32 H 27.85 9.14 -10.18  0.119
33 N 22.49 1.55 -16.38  -0.391
34 C 23.20 1.50 -17.47  0.679
35 N 23.66 0.34 -17.69  -0.394
36 O 23.38 2.46 -18.20  -0.688
37 H 22.15 2.47 -16.11  0.229
38 H 22.44 0.73 -15.80  0.150
39 H 23.43 -0.47 -17.13  0.174
40 H 24.11 0.29 -18.59  0.237
41 N 21.25 7.76 -16.26  -0.372
42 C 21.28 7.13 -15.13  0.772
43 N 22.23 7.48 -14.33  -0.327
44 O 20.56 6.13 -14.96  -0.743
45 H 21.66 8.67 -16.38  0.168
46 H 20.64 7.40 -16.98  0.183
47 H 22.38 7.04 -13.43  0.195
48 H 22.77 8.26 -14.66  0.123
49 N 24.77 13.56 -16.41  -0.414
50 C 24.82 12.38 -16.93  0.642
51 N 25.30 12.45 -18.10  -0.380
52 O 24.56 11.33 -16.40  -0.674
53 H 24.24 13.57 -15.55  0.245
54 H 24.80 14.34 -17.05  0.197
55 H 25.65 13.35 -18.39  0.142
56 H 25.60 11.66 -18.65  0.244
57 N 20.03 7.57 -9.45  -0.356
58 C 20.84 8.25 -8.65  0.676
59 N 21.03 9.41 -9.16  -0.321
60 O 21.34 7.79 -7.64  -0.676
61 H 19.62 6.69 -9.19  0.190
62 H 19.62 8.01 -10.26  0.147
63 H 21.68 10.07 -8.74  0.208
64 H 20.54 9.70 -10.00  0.134
65 C 21.64 12.47 -22.74  -1.251
66 C 21.24 10.98 -22.83  0.689
67 C 22.09 10.25 -23.91  -1.530
68 O 21.34 10.29 -21.64  -0.513
69 H 20.90 12.94 -22.09  0.316
70 H 21.48 12.93 -23.71  0.357
71 H 22.71 12.56 -22.54  0.335
72 H 20.19 10.88 -23.11  0.120
73 H 23.16 10.14 -23.76  0.414
74 H 22.13 10.80 -24.85  0.375
75 H 21.74 9.24 -24.08  0.392
76 H 21.64 9.40 -21.88  0.298
77 C 27.55 4.00 -9.09  -1.324
78 C 26.82 4.65 -10.26  0.325
79 C 25.72 3.81 -11.02  -1.104
80 O 26.25 5.78 -9.65  -0.528
81 H 28.30 3.27 -9.41  0.377
82 H 26.85 3.45 -8.46  0.355
83 H 28.05 4.68 -8.40  0.351
84 H 27.55 5.03 -10.98  0.305
85 H 24.82 3.81 -10.42  0.285
86 H 26.10 2.81 -11.22  0.329
87 H 25.42 4.32 -11.94  0.296
88 H 25.68 5.42 -8.97  0.331
89 C 21.56 3.38 -23.21  -1.199
90 C 20.30 4.00 -22.51  0.320
91 C 19.47 2.93 -21.72  -1.273
92 O 20.81 4.96 -21.59  -0.501
93 H 22.34 4.11 -23.41  0.330
94 H 21.33 2.83 -24.12  0.384
95 H 21.98 2.55 -22.63  0.286
96 H 19.64 4.52 -23.21  0.300
97 H 19.15 2.09 -22.34  0.354
98 H 18.73 3.47 -21.14  0.371
99 H 19.94 2.43 -20.87  0.318
100 H 21.21 4.43 -20.90  0.310
101 C 16.13 10.20 -19.62  -1.174
102 C 16.67 11.65 -19.42  0.433
103 C 15.72 12.62 -18.59  -1.289
104 O 17.89 11.57 -18.73  -0.512
105 H 15.28 10.34 -20.29  0.350
106 H 15.68 9.97 -18.66  0.256
107 H 16.94 9.51 -19.85  0.365
108 H 16.74 12.00 -20.46  0.275
109 H 14.86 12.98 -19.15  0.387
110 H 16.27 13.46 -18.17  0.323
111 H 15.20 12.12 -17.77  0.311
112 H 18.52 11.05 -19.23  0.283

---

Look up the highest occupied orbital energy of the third one. -9.41 eV